[1]
{
  "formula": "C5H10OS",
  "method": "ωB97M-V/def2-TZVPD",
  "mol_weight_da": 118.2,
  "energy_ev": -18225.27070,
  "total_charge": 0,
  "elements": ["C", "C", "C", "C", "C", "O", "S", "H", "H", "H", "H", "H", "H", "H", "H", "H", "H"],
  "xyz": [[2.412, -0.289, -2.370], [0.466, -0.536, 1.379], [-1.401, -0.795, -0.406], [-1.459, 0.995, 1.535], [-0.706, -0.238, 0.879], [1.313, 1.615, -1.366], [2.401, 0.733, -1.219], [3.193, -1.162, -2.381], [1.434, -0.457, -2.940], [0.979, 0.311, 1.741], [-2.414, -0.554, -0.359], [-1.124, -1.836, -0.666], [-0.847, -0.111, -1.011], [-2.388, 0.776, 2.044], [-1.559, 1.997, 1.026], [-0.918, 1.238, 2.417], [0.619, -1.687, 1.696]],
  "forces_ev_per_angstrom": [[-0.04, -4.96, -2.37], [0.38, -3.96, 1.14], [2.56, -0.66, 2.56], [1.14, 0.93, -0.97], [-3.73, 1.58, -0.89], [-3.29, 2.88, 0.29], [2.99, -0.48, 1.62], [-1.47, 2.00, 0.05], [1.73, 0.52, 0.45], [0.80, 0.18, 1.67], [-1.72, 0.00, -0.35], [-0.37, 0.58, 0.18], [-0.13, 0.34, -1.42], [-0.70, -0.73, -0.76], [-0.07, -1.26, -0.20], [1.09, 0.32, 0.68], [0.83, 2.71, -1.69]]
}

=====

[2]
{
  "formula": "C9H8N2O",
  "method": "ωB97M-V/def2-TZVPD",
  "mol_weight_da": 160.2,
  "energy_ev": -14488.15158,
  "total_charge": 0,
  "smiles": "Oc1ccccc1-c1cc[nH]n1",
  "elements": ["O", "C", "C", "C", "C", "C", "C", "C", "C", "C", "N", "N", "H", "H", "H", "H", "H", "H", "H", "H"],
  "xyz": [[1.024, -1.471, 1.083], [0.211, -1.556, -0.103], [-0.101, -2.676, -0.877], [-0.614, -2.361, -2.171], [-1.036, -1.101, -2.555], [-1.010, -0.030, -1.654], [-0.325, -0.230, -0.428], [0.164, 0.886, 0.620], [0.819, 1.033, 1.902], [0.759, 2.421, 2.200], [0.107, 2.979, 1.202], [-0.297, 2.141, 0.260], [1.217, -2.376, 1.371], [0.409, -3.653, -0.404], [-0.635, -3.209, -2.837], [-1.628, -1.017, -3.500], [-1.378, 0.946, -1.920], [1.021, 0.165, 2.619], [1.062, 2.796, 3.098], [-0.134, 3.955, 1.071]],
  "forces_ev_per_angstrom": [[-1.37, -1.80, -1.97], [-0.70, 2.70, 0.87], [2.43, 0.31, 1.35], [0.48, -1.52, 1.10], [-1.47, -0.22, -0.16], [1.54, -0.49, 1.42], [2.18, -0.55, 1.70], [-2.30, 2.00, -1.37], [-0.79, -0.82, 0.28], [-0.10, -4.45, -1.22], [-0.70, 1.26, -0.81], [0.87, -1.80, -0.28], [0.04, 0.16, -0.10], [-1.59, 1.76, -1.95], [-0.40, 0.08, -0.38], [0.97, 0.07, 0.76], [-0.10, 0.14, 0.06], [0.17, 1.87, -1.34], [0.65, 1.65, 1.86], [0.19, -0.34, 0.18]]
}

=====

[3]
{
  "formula": "C3H12N2OS",
  "method": "ωB97M-V/def2-TZVPD",
  "mol_weight_da": 124.2,
  "energy_ev": -19167.93654,
  "total_charge": 0,
  "smiles": "NCNCCS.O",
  "elements": ["N", "C", "N", "C", "C", "S", "H", "H", "H", "H", "H", "H", "H", "H", "H", "H", "O", "H", "H"],
  "xyz": [[-1.504, 1.703, -1.203], [-1.494, 0.626, -0.209], [-0.230, -0.077, -0.048], [-0.269, -1.512, -0.055], [1.097, -2.185, -0.390], [2.522, -1.102, -0.726], [-0.917, 1.424, -1.978], [-1.185, 2.526, -0.717], [-2.282, -0.082, -0.449], [-1.845, 1.006, 0.759], [0.277, 0.338, 0.718], [-0.956, -1.809, -0.852], [-0.683, -1.995, 0.836], [0.974, -2.784, -1.286], [1.341, -2.898, 0.393], [1.730, -0.161, -1.260], [0.861, 2.044, 2.082], [1.810, 1.937, 2.223], [0.754, 3.003, 2.162]],
  "forces_ev_per_angstrom": [[-0.39, -0.67, 0.99], [-0.60, -0.28, 0.21], [-0.28, 0.60, -0.20], [0.12, -0.41, -0.51], [-0.24, -0.32, -0.10], [-0.26, -0.02, 0.31], [0.18, 0.41, 0.08], [0.46, 0.32, -0.58], [0.06, -0.39, -0.42], [0.20, 0.42, -0.16], [0.23, -0.19, 0.10], [-0.01, 0.15, -0.01], [0.13, 0.22, 0.33], [-0.12, -0.13, -0.13], [0.35, 0.19, 0.13], [0.16, 0.14, -0.03], [0.27, 0.50, 0.10], [-0.07, -0.25, -0.06], [-0.20, -0.29, -0.06]]
}

=====

[4]
{
  "formula": "C9H7BCo2O6",
  "method": "ωB97M-V/def2-TZVPD",
  "mol_weight_da": 339.8,
  "energy_ev": -97652.62202,
  "total_charge": 0,
  "elements": ["H", "B", "H", "H", "H", "O", "C", "Co", "C", "O", "C", "O", "C", "C", "C", "Co", "C", "O", "C", "O", "C", "O", "H", "H", "H"],
  "xyz": [[-2.449, 3.428, 5.447], [-1.675, 4.463, 5.223], [-1.126, 4.744, 6.284], [-0.846, 4.150, 4.369], [-2.399, 5.385, 4.841], [-1.611, -1.791, 9.339], [-2.428, -1.855, 8.525], [-3.661, -2.038, 7.278], [-2.581, -2.639, 5.984], [-1.904, -3.134, 5.190], [-4.308, -3.487, 8.050], [-4.734, -4.459, 8.503], [-4.075, -0.039, 7.211], [-3.514, 0.746, 6.227], [-2.545, 1.633, 5.883], [-4.690, -0.466, 5.597], [-3.759, -0.805, 4.140], [-3.216, -1.100, 3.163], [-6.126, 0.301, 4.884], [-7.051, 0.762, 4.369], [-5.394, -2.206, 5.844], [-6.136, -3.061, 5.570], [-4.507, 0.341, 8.137], [-2.261, 1.617, 4.825], [-1.830, 1.990, 6.633]],
  "forces_ev_per_angstrom": [[-1.45, -2.02, 0.58], [1.74, 2.34, -0.43], [-0.47, -0.61, -0.08], [-0.62, -0.54, 0.31], [-0.25, -0.85, 0.20], [-1.72, -0.21, -1.73], [1.74, 0.76, 1.83], [-0.14, 0.63, -0.95], [1.77, -0.90, -1.83], [-1.28, 0.89, 1.59], [-2.10, -2.31, 1.17], [1.04, 1.69, -0.79], [1.93, 2.49, 3.16], [-2.78, -2.36, 2.40], [3.07, 3.31, -1.30], [-0.94, -2.26, -3.37], [0.81, -0.70, -3.73], [-0.99, 0.82, 2.45], [-2.62, 0.57, -1.11], [2.26, -0.86, 1.22], [-1.23, -0.81, -0.31], [1.45, 1.38, 0.61], [0.34, -0.01, 0.08], [0.46, -0.03, 0.54], [-0.03, -0.42, -0.48]]
}